# 1
14
Properties=species:S:1:pos:R:3 method="wB97M-V/def2-TZVPD" e_lumo_ev=0.028 relative_energy_kj_mol=0.0 spin_multiplicity=1 charge=0 energy_ev=-12351.890
H 0.04 1.40 -0.45
C 1.32 -0.22 -0.04
O 2.45 0.46 -0.31
O -1.08 0.20 2.71
H -1.94 -0.21 -0.40
H 3.14 0.26 0.33
H 1.42 -1.29 0.19
Ag 0.90 -0.57 3.36
C -1.67 0.26 1.64
H 2.25 -1.74 2.21
C 0.11 0.39 -0.05
H -1.01 -1.39 0.52
C -1.15 -0.31 0.35
H -2.63 0.80 1.58

***

# 2
14
Properties=species:S:1:pos:R:3 method="wB97M-V/def2-TZVPD" e_lumo_ev=0.608 relative_energy_kj_mol=330.6 spin_multiplicity=1 charge=0 energy_ev=-9843.853
C 1.15 0.13 0.80
H 0.57 0.57 1.62
H 2.29 -1.38 1.00
O 2.33 -0.44 1.26
H 1.35 0.95 0.09
O 0.66 -2.06 0.02
C 0.29 -0.91 0.10
H -1.93 1.13 0.50
C -1.05 -0.50 -0.49
H -1.83 -1.12 -0.04
C -1.00 1.94 -1.07
H -1.03 -0.73 -1.56
N -1.38 0.92 -0.32
H -0.41 1.49 -1.90

***

# 3
44
Properties=species:S:1:pos:R:3 method="wB97M-V/def2-TZVPD" e_lumo_ev=0.082 relative_energy_kj_mol=1843.9 spin_multiplicity=1 charge=0 energy_ev=-84633.419
O -16.38 -3.29 21.90
O -11.89 -2.70 25.54
O -13.93 -0.88 22.70
H -15.05 -4.13 23.67
O -16.08 -1.75 23.53
O -9.62 -2.40 25.04
C -18.32 -3.47 23.32
C -11.22 -2.66 26.79
H -15.97 -1.93 25.32
C -9.72 -2.56 26.42
O -17.73 -2.00 19.94
S -17.77 -3.01 21.01
H -16.44 -4.52 23.61
O -18.49 -4.25 20.71
H -12.65 -2.38 22.93
O -14.12 -1.05 25.13
C -12.76 -1.33 23.20
H -18.85 -4.41 23.16
H -11.94 -0.92 22.61
C -12.83 -0.89 24.68
H -16.55 -3.75 25.12
H -16.40 -2.73 23.88
O -11.27 -2.66 23.02
H -14.17 -2.69 23.81
H -9.11 -1.86 26.99
S -10.89 -3.26 24.33
O -13.75 -4.21 25.23
O -14.47 -5.40 27.45
H -9.21 -3.51 26.57
C -14.64 -3.46 24.42
H -12.63 0.17 24.80
O -15.28 -3.05 26.64
H -11.62 -1.75 27.23
S -14.01 -4.11 26.85
C -16.75 -3.54 23.24
O -18.52 -2.53 22.34
H -11.60 -3.60 27.20
H -12.23 -1.65 25.19
C -15.78 -3.00 25.33
S -15.10 -0.68 23.79
O -10.73 -4.71 24.44
O -15.61 0.70 23.78
O -12.84 -3.52 27.53
H -18.79 -2.93 24.15

***

# 4
9
Properties=species:S:1:pos:R:3 method="wB97M-V/def2-TZVPD" e_lumo_ev="-1.754 / -1.976" relative_energy_kj_mol=345.8 spin_multiplicity=1 charge=0 energy_ev=-34032.950
H 0.45 1.00 -1.41
O 0.16 1.57 0.65
P 1.90 0.92 -1.12
H -1.41 -1.68 0.56
P -1.04 0.70 0.68
H -2.01 0.87 -0.35
C -0.61 -1.02 0.48
N 0.57 -1.56 0.43
S 1.99 -0.82 0.08

***

# 5
13
Properties=species:S:1:pos:R:3 method="wB97M-V/def2-TZVPD" smiles="C#CCC(O)=C=C" e_lumo_ev=0.753 relative_energy_kj_mol=349.9 spin_multiplicity=1 charge=0 energy_ev=-8362.880
C 0.94 -0.08 -0.63
H 1.97 0.00 -0.25
C 0.83 -1.32 -1.42
C 0.01 -0.02 0.55
C -1.40 2.11 1.08
C -0.75 1.02 0.79
H 0.75 0.79 -1.26
H -0.92 2.91 1.64
H -2.43 2.29 0.76
H -0.52 -1.02 2.09
H 0.68 -3.22 -2.64
C 0.75 -2.32 -2.07
O 0.10 -1.13 1.35

***

# 6
24
Properties=species:S:1:pos:R:3 method="wB97M-V/def2-TZVPD" smiles=Cc1ccc(O)cc1.CC e_lumo_ev=0.846 relative_energy_kj_mol=21.6 spin_multiplicity=1 charge=0 energy_ev=-11607.412
C 0.15 1.35 -0.86
H 3.88 -1.46 2.51
H -2.19 -2.11 -2.74
H -1.95 -0.01 1.46
H 1.01 -0.51 2.06
C -0.14 0.50 -1.91
H -0.56 -2.11 -3.21
C -1.44 0.17 0.52
H 2.40 -1.87 3.41
H 2.31 0.23 1.19
H 3.09 -0.23 3.44
C -1.11 -0.51 -1.79
H -1.67 -0.97 -3.86
C -1.75 -0.65 -0.56
C -0.47 1.14 0.36
C -1.35 -1.43 -2.93
H 0.95 2.08 -0.93
H -2.56 -1.36 -0.49
C 2.00 -0.70 1.64
H 1.90 -1.51 0.93
H -0.48 1.66 2.22
O -0.08 1.95 1.40
H 0.37 0.60 -2.86
C 2.91 -1.10 2.82